A structure of composition C3H20KO7 at a distorted geometry, computed with ωB97M-V/def2-TZVPD.

Properties
Multiplicity: 1
Net charge: +1
Gap between HOMO and LUMO: 9.90 eV
DFT total energy: -34089.68380 eV
Lowest unoccupied orbital energy: -3.226 eV
HOMO energy: -13.13 eV
Energy relative to the best compared isomer or geometry (same formula, charge and spin): 0.00 kJ/mol

CARTESIAN COORDINATES (ANGSTROEM)
K -0.859 -0.555 0.519
O 1.629 -2.088 0.256
O -0.719 -2.957 -1.164
O 1.472 1.307 0.444
O -1.662 1.919 1.699
O -2.561 -2.111 2.194
O -2.597 -0.672 -1.716
O 1.386 -0.888 2.707
C 1.947 1.420 -1.917
C 1.529 2.222 -0.681
C 0.197 2.928 -0.794
H -0.563 -3.907 -1.114
H 2.903 0.933 -1.716
H 2.066 2.086 -2.769
H 0.938 -2.591 -0.186
H -1.610 -2.870 -1.519
H 1.601 -1.036 1.775
H 2.196 -1.091 3.184
H -2.507 1.826 2.151
H -0.549 2.126 -0.804
H -1.001 1.860 2.400
H -0.087 3.539 0.061
H 2.278 2.996 -0.484
H 1.229 0.598 -1.964
H -3.495 -0.999 -1.601
H -2.480 -0.607 -2.670
H -3.383 -2.380 1.772
H 2.209 -2.753 0.642
H -2.072 -2.931 2.325
H 2.393 1.152 0.676
H 0.173 3.522 -1.706

Atomic partial charges in e from the Löwdin method, atoms 1 to 6: 0.8683 -0.0701 -0.0770 -0.1078 -0.0859 -0.0845